(1)
18
Properties=species:S:1:pos:R:3:lowdin_charge:R:1 method="wB97M-V/def2-TZVPD" charge=-1 fmax_ev_per_a=4.1 energy_ha=-510.00562 spin_multiplicity=1
C 1.698 0.233 -0.018 -0.366
C 1.554 -1.057 0.102 -0.174
C -0.695 0.835 0.363 -0.659
C 3.157 0.673 -0.150 -0.075
C -3.107 -1.089 -0.528 -0.147
N 0.709 1.193 0.090 0.066
N -0.931 -0.425 0.248 0.010
N -2.225 -0.779 0.561 -0.167
O 1.591 -2.251 0.277 0.054
O -1.396 1.806 0.591 -0.055
H 3.727 0.621 -1.187 0.098
H 3.884 0.065 0.408 0.060
H 3.387 1.634 0.313 0.054
H -4.178 -1.446 -0.374 0.084
H -3.064 -0.149 -1.144 0.083
H -2.699 -1.847 -1.048 0.010
H 1.148 2.000 0.486 0.101
H -2.558 -0.019 1.009 0.024

***

(2)
18
Properties=species:S:1:pos:R:3:lowdin_charge:R:1 method="wB97M-V/def2-TZVPD" charge=+1 fmax_ev_per_a=4.0 energy_ha=-509.71505 spin_multiplicity=1
C 1.612 -1.325 -1.726 -0.007
C 2.529 -0.318 -1.432 -0.085
C 0.190 1.181 1.004 -0.476
C 0.449 -0.955 -1.077 -0.214
C -2.074 1.798 1.824 0.115
N 1.983 0.462 -0.488 0.054
N 0.707 0.134 -0.236 0.021
N -0.831 -1.672 -0.685 0.276
O 1.068 1.771 1.463 0.248
O -1.019 0.924 1.088 -0.002
H 1.660 -2.118 -2.367 0.081
H 3.583 -0.130 -1.726 0.137
H -2.151 1.447 2.904 0.121
H -2.907 1.453 1.226 0.095
H -1.622 2.813 1.952 0.123
H -1.043 -2.239 -1.454 0.142
H -1.577 -1.018 -0.469 0.155
H -0.556 -2.207 0.198 0.216

***

(3)
21
Properties=species:S:1:pos:R:3:lowdin_charge:R:1 method="wB97M-V/def2-TZVPD" fmax_ev_per_a=0.8 energy_ha=-1038.18770 spin_multiplicity=1
N 1.826 -1.551 -0.536 0.145
C 0.610 -1.019 -0.141 -0.362
N 0.327 0.164 0.356 -0.049
C 1.287 1.217 0.652 -0.075
C 0.818 2.661 0.330 -0.231
O -0.274 2.807 -0.537 -0.042
N -0.998 0.294 0.670 0.224
C -1.535 -0.840 0.321 -0.192
C -3.042 -1.195 0.369 -0.707
O -3.524 -1.107 1.495 0.018
O -3.457 -1.495 -0.772 -0.039
N -0.566 -1.680 -0.177 -0.303
S -0.831 -3.289 -0.686 0.922
H 2.506 -1.574 0.214 0.109
H 2.224 -1.076 -1.337 0.108
H 2.198 0.991 0.102 0.114
H 1.516 1.151 1.718 0.134
H 0.561 3.170 1.258 0.121
H 1.695 3.176 -0.083 0.114
H -0.244 2.168 -1.255 0.088
H -1.098 -2.972 -1.959 -0.097

***

(4)
19
Properties=species:S:1:pos:R:3:lowdin_charge:R:1 method="wB97M-V/def2-TZVPD" fmax_ev_per_a=2.3 energy_ha=-887.80397 spin_multiplicity=1
C 3.617 -0.442 0.204 -0.140
C 1.184 -0.540 -0.178 -0.646
C -1.016 -0.315 -0.110 -0.238
C -2.410 -0.874 -0.092 -0.494
C -0.694 1.021 -0.173 -0.579
H 4.496 -1.086 0.055 0.087
H 3.782 0.452 -0.435 0.074
H 3.551 -0.147 1.277 0.091
H 2.380 -2.107 -0.061 0.124
H -3.072 0.597 1.071 0.073
H -4.281 -0.455 0.464 0.129
H -2.430 1.910 -0.510 0.072
H -1.122 2.947 -0.624 0.084
N 2.435 -1.124 -0.232 -0.078
N 0.084 -1.188 -0.111 0.106
N -3.364 0.004 0.353 0.142
N -1.511 2.131 -0.174 0.047
O -2.665 -1.994 -0.487 0.067
S 1.036 1.209 -0.237 1.079

***

(5)
19
Properties=species:S:1:pos:R:3:lowdin_charge:R:1 method="wB97M-V/def2-TZVPD" fmax_ev_per_a=3.9 energy_ha=-1210.54471 spin_multiplicity=1
C 1.380 -0.247 -2.699 -0.107
C 0.699 1.106 -1.136 -0.296
C -0.028 1.486 0.080 -0.113
C -1.430 0.889 0.139 -0.350
C 0.913 -1.198 -0.504 0.080
N 1.369 0.973 -3.171 0.000
N 0.938 1.813 -2.253 0.054
N 0.990 -0.224 -1.370 -0.073
N -1.422 -0.494 0.153 -0.524
S -0.623 -0.898 3.033 0.366
S -1.850 -1.288 1.418 0.515
H 1.444 -1.151 -3.166 0.095
H 0.572 0.895 0.954 0.134
H 0.062 2.550 0.185 0.114
H -2.138 1.207 0.954 0.119
H -1.890 1.080 -0.903 0.144
H 0.726 -2.198 -0.838 0.107
H 0.818 -0.906 0.439 -0.009
H -0.005 -1.993 2.874 -0.258

***

(6)
15
Properties=species:S:1:pos:R:3:lowdin_charge:R:1 method="wB97M-V/def2-TZVPD" charge=-1 fmax_ev_per_a=3.2 energy_ha=-325.14454 spin_multiplicity=1
C 0.049 -0.590 2.606 0.082
C 0.055 -0.430 1.404 -0.137
C 1.131 -0.752 -0.825 -0.115
C -1.314 -0.126 -0.628 -0.089
C 0.102 -0.057 0.009 -0.607
N 0.559 1.525 -0.122 -0.207
O 0.078 1.980 -1.312 -0.458
H 0.129 -0.506 3.649 -0.017
H 0.942 -1.918 -0.584 0.099
H 1.084 -0.500 -1.970 0.100
H 2.208 -0.509 -0.355 0.102
H -1.195 0.678 -1.315 0.017
H -1.632 -1.032 -1.204 0.075
H -2.100 0.135 0.055 0.056
H -0.094 2.102 0.593 0.100

***

(7)
15
Properties=species:S:1:pos:R:3:lowdin_charge:R:1 method="wB97M-V/def2-TZVPD" charge=-1 fmax_ev_per_a=3.5 energy_ha=-325.18282 spin_multiplicity=1
C -0.373 1.700 -0.142 -0.099
C 0.394 0.835 -0.804 -0.090
C -1.555 0.965 0.441 -0.248
C -0.107 -0.597 -0.623 -0.317
C 0.926 -1.541 0.148 -0.088
N -1.330 -0.478 0.327 -0.304
O -2.471 -0.978 -0.288 -0.431
H -0.235 2.752 -0.198 0.065
H 1.195 0.863 -1.477 0.066
H -1.733 1.107 1.518 0.095
H -2.403 1.221 -0.266 0.110
H -0.317 -1.264 -1.531 0.129
H 1.150 -1.001 0.974 0.018
H 1.763 -1.879 -0.406 0.029
H 0.544 -2.553 0.299 0.064

***

(8)
15
Properties=species:S:1:pos:R:3:lowdin_charge:R:1 method="wB97M-V/def2-TZVPD" charge=+1 fmax_ev_per_a=4.5 energy_ha=-324.83149 spin_multiplicity=1
C -2.607 -1.116 0.075 0.279
C -1.332 -0.558 -0.084 0.051
C 2.219 0.598 0.050 -0.093
C 0.096 -0.736 -0.111 -0.120
C 0.689 0.669 0.050 -0.269
N -2.504 0.244 0.116 -0.100
O -3.044 1.288 0.197 0.220
H -3.152 -2.052 0.032 0.163
H 2.532 0.630 -1.001 0.083
H 2.496 -0.386 0.466 0.082
H 2.759 1.498 0.411 0.100
H 0.457 -0.982 -1.160 0.178
H 0.529 -1.404 0.727 0.187
H 0.273 0.925 1.009 0.109
H 0.590 1.381 -0.776 0.130

***

Short version: molecular weight = 142.138; 142.138; 204.211; 172.213; 188.281; 98.125; 98.125; 98.125 g/mol, in the order given.
Short version: relative energy (zero: lowest compared OMol25 entry of this formula, charge and spin) = 0.9355; 3.1698; 0.0000; 0.0000; 3.0826; 3.6022; 2.5605; 5.6455 eV, in the order given.